No. 1
Density functional theory data (the ωB97M-V functional and the def2-TZVPD basis) for a molecular structure, C49H53N5O4SW.

Geometry (Å):
W (-0.761, -0.269, -0.025)
C (-3.863, 3.222, 6.709)
O (-4.198, 4.190, 5.733)
C (-4.904, 3.789, 4.640)
C (-5.326, 4.811, 3.785)
C (-6.089, 4.510, 2.679)
C (-6.390, 3.186, 2.368)
C (-5.971, 2.171, 3.212)
C (-5.243, 2.469, 4.356)
N (-7.286, 2.988, 1.270)
N (-7.106, 2.108, 0.428)
C (-5.934, 1.283, 0.459)
C (-6.091, -0.082, 0.437)
C (-5.000, -0.960, 0.394)
C (-3.707, -0.465, 0.319)
O (-2.623, -1.190, 0.246)
C (-3.550, 0.952, 0.267)
N (-2.262, 1.381, 0.115)
C (-2.018, 2.681, 0.039)
C (-3.046, 3.632, 0.085)
C (-4.344, 3.218, 0.227)
C (-4.638, 1.841, 0.340)
H (-3.341, 3.759, 7.497)
H (-3.205, 2.453, 6.299)
H (-4.759, 2.751, 7.122)
H (-5.076, 5.832, 4.035)
H (-6.476, 5.298, 2.046)
H (-6.232, 1.142, 3.006)
H (-4.948, 1.664, 5.011)
H (-7.095, -0.484, 0.465)
H (-5.155, -2.029, 0.397)
H (-0.982, 2.982, -0.068)
H (-2.797, 4.678, -0.002)
H (-5.147, 3.940, 0.239)
C (1.879, -4.925, 1.812)
C (2.247, -3.516, 2.292)
C (2.899, -2.688, 1.190)
C (1.199, -2.728, 3.081)
C (1.249, -2.901, 4.462)
C (0.581, -2.066, 5.337)
C (-0.065, -0.955, 4.829)
C (-0.152, -0.737, 3.461)
C (-0.694, 0.597, 3.005)
C (0.214, 1.732, 3.484)
C (-2.149, 0.833, 3.391)
C (0.357, -1.708, 2.574)
N (-0.021, -1.674, 1.206)
C (-0.394, -2.877, 0.631)
C (-0.546, -2.892, -0.717)
N (-0.338, -1.686, -1.369)
C (-0.161, -1.708, -2.785)
C (-0.878, -0.810, -3.602)
C (-0.847, -0.973, -4.980)
C (-0.106, -1.976, -5.573)
C (0.664, -2.796, -4.776)
C (0.679, -2.670, -3.390)
C (1.675, -3.526, -2.631)
C (3.085, -3.333, -3.195)
C (1.329, -5.016, -2.657)
C (-1.716, 0.327, -3.062)
C (-1.343, 1.675, -3.676)
C (-3.210, 0.035, -3.167)
H (2.789, -5.513, 1.689)
H (1.374, -4.911, 0.851)
H (1.244, -5.441, 2.533)
H (3.031, -3.670, 3.043)
H (2.249, -2.575, 0.326)
H (3.822, -3.169, 0.861)
H (3.152, -1.689, 1.548)
H (1.877, -3.692, 4.855)
H (0.636, -2.230, 6.404)
H (-0.487, -0.225, 5.508)
H (-0.619, 0.661, 1.905)
H (0.196, 1.806, 4.572)
H (-0.114, 2.685, 3.068)
H (1.241, 1.553, 3.172)
H (-2.253, 0.850, 4.476)
H (-2.794, 0.042, 3.007)
H (-2.510, 1.792, 3.012)
H (-0.615, -3.726, 1.258)
H (-0.856, -3.762, -1.276)
H (-1.423, -0.300, -5.600)
H (-0.107, -2.097, -6.648)
H (1.288, -3.549, -5.238)
H (1.686, -3.193, -1.594)
H (3.177, -3.763, -4.192)
H (3.814, -3.832, -2.556)
H (3.344, -2.279, -3.270)
H (1.347, -5.398, -3.679)
H (0.341, -5.219, -2.249)
H (2.056, -5.584, -2.076)
H (-1.482, 0.438, -1.995)
H (-1.571, 1.706, -4.741)
H (-0.281, 1.879, -3.543)
H (-1.912, 2.473, -3.196)
H (-3.503, -0.078, -4.211)
H (-3.796, 0.850, -2.739)
H (-3.465, -0.887, -2.642)
O (7.082, -1.609, -0.307)
C (6.442, -0.944, 0.685)
O (6.958, -0.834, 1.762)
C (5.098, -0.387, 0.358)
C (4.312, -0.860, -0.689)
C (3.053, -0.335, -0.921)
C (2.565, 0.684, -0.111)
S (0.974, 1.405, -0.395)
C (3.355, 1.166, 0.931)
C (4.604, 0.629, 1.171)
H (6.600, -1.510, -1.137)
H (4.645, -1.683, -1.309)
H (2.433, -0.722, -1.723)
H (2.981, 1.967, 1.551)
H (5.214, 0.983, 1.991)

frontier orbital gap (alpha / beta) = 5.85 / 6.46 eV
2S+1 = 3
LUMO level (alpha / beta) = -0.9095 / -0.9350 eV
electronic energy = -2939.0364 Ha
expectation value of S² = 2.055
total charge = 0
maximum force = 0.58 eV Å⁻¹

These are the Mulliken partial charges, in e, on atoms 1 to 6: atom 1 (W): 1.47, atom 2 (C): -0.64, atom 3 (O): -0.46, atom 4 (C): 0.92, atom 5 (C): -0.80, atom 6 (C): -0.15



No. 2
Density functional theory data (the ωB97M-V functional and the def2-TZVPD basis) for a molecular structure, C49H54BiN6O2S2Sb.

Geometry (Å):
Bi (-0.556, -0.401, 0.003)
C (-3.294, -2.494, 0.499)
C (-2.214, -3.310, -0.136)
C (-2.348, -4.689, -0.282)
C (-1.287, -5.430, -0.748)
C (-0.101, -4.786, -1.079)
C (-0.017, -3.409, -0.950)
N (-1.074, -2.706, -0.503)
Sb (1.979, -2.749, -1.619)
C (2.938, -2.106, 0.197)
C (4.037, -2.859, 0.591)
C (4.691, -2.505, 1.762)
C (4.206, -1.441, 2.494)
C (3.090, -0.740, 2.037)
C (2.477, 0.351, 2.854)
N (2.491, -1.057, 0.884)
C (1.989, -0.851, -2.660)
C (2.716, -0.949, -3.842)
C (2.830, 0.180, -4.642)
C (2.201, 1.341, -4.238)
C (1.489, 1.358, -3.039)
C (0.744, 2.582, -2.607)
N (1.405, 0.275, -2.260)
H (-4.272, -2.937, 0.315)
H (-3.299, -1.462, 0.147)
H (-3.116, -2.476, 1.577)
H (-3.283, -5.158, -0.006)
H (-1.372, -6.505, -0.853)
H (0.747, -5.350, -1.447)
H (4.367, -3.704, -0.001)
H (5.556, -3.062, 2.102)
H (4.670, -1.153, 3.429)
H (3.202, 0.793, 3.540)
H (1.661, -0.063, 3.448)
H (2.058, 1.120, 2.208)
H (3.173, -1.886, -4.134)
H (3.384, 0.145, -5.571)
H (2.240, 2.234, -4.847)
H (0.865, 3.389, -3.328)
H (1.098, 2.929, -1.637)
H (-0.319, 2.357, -2.501)
O (-3.699, 0.344, 2.481)
C (-2.491, 0.259, 2.488)
O (-1.744, 0.596, 1.451)
C (-1.759, -0.165, 3.725)
C (-2.110, 0.446, 4.925)
C (-1.493, 0.092, 6.112)
C (-0.530, -0.912, 6.099)
C (-0.193, -1.539, 4.912)
C (-0.794, -1.176, 3.700)
S (-0.373, -2.073, 2.246)
H (-2.886, 1.201, 4.907)
H (-1.767, 0.579, 7.039)
H (-0.047, -1.214, 7.020)
H (0.545, -2.334, 4.903)
C (5.521, 3.306, 4.119)
C (4.195, 3.870, 3.727)
C (3.461, 4.738, 4.470)
C (2.211, 5.159, 3.946)
N (1.739, 4.749, 2.793)
C (2.453, 3.865, 2.047)
S (1.935, 3.213, 0.612)
N (3.680, 3.467, 2.544)
C (1.349, 6.095, 4.734)
H (5.914, 3.825, 4.990)
H (6.237, 3.399, 3.301)
H (5.422, 2.246, 4.361)
H (3.822, 5.096, 5.423)
H (4.180, 2.810, 1.961)
H (1.943, 6.749, 5.372)
H (0.685, 5.509, 5.374)
H (0.730, 6.681, 4.060)
C (-6.369, 2.759, -0.468)
C (-4.866, 2.673, -0.498)
C (-4.086, 3.739, -0.062)
C (-2.699, 3.662, -0.106)
C (-1.833, 4.779, 0.412)
C (-2.114, 2.514, -0.619)
C (-2.857, 1.408, -1.036)
C (-4.249, 1.520, -0.964)
N (-2.178, 0.242, -1.462)
C (-2.559, -0.333, -2.775)
C (-2.966, 0.773, -3.770)
C (-3.293, 0.193, -5.151)
C (-4.437, -0.817, -5.018)
C (-4.010, -1.954, -4.088)
C (-2.770, -2.647, -4.658)
C (-1.639, -1.622, -4.776)
C (-2.060, -0.502, -5.728)
C (-1.338, -1.026, -3.397)
C (-3.683, -1.388, -2.701)
H (-6.707, 3.499, 0.258)
H (-6.813, 1.798, -0.205)
H (-6.763, 3.049, -1.445)
H (-4.563, 4.633, 0.327)
H (-2.420, 5.681, 0.590)
H (-1.027, 5.018, -0.283)
H (-1.356, 4.491, 1.351)
H (-1.027, 2.482, -0.671)
H (-4.879, 0.684, -1.238)
H (-2.137, 1.485, -3.845)
H (-3.828, 1.328, -3.401)
H (-3.602, 1.007, -5.812)
H (-4.706, -1.215, -6.002)
H (-5.324, -0.319, -4.613)
H (-4.826, -2.677, -3.995)
H (-2.993, -3.077, -5.639)
H (-2.464, -3.469, -4.001)
H (-0.733, -2.110, -5.151)
H (-2.277, -0.907, -6.722)
H (-1.243, 0.219, -5.838)
H (-0.541, -0.293, -3.482)
H (-0.999, -1.831, -2.741)
H (-3.352, -2.204, -2.055)
H (-4.585, -0.972, -2.251)

frontier orbital gap = 6.85 eV
2S+1 = 1
LUMO level = 0.0164 eV
electronic energy = -3629.8896 Ha
total charge = 0
maximum force = 0.58 eV Å⁻¹

These are the Mulliken partial charges, in e, on atoms 1 to 6: atom 1 (Bi): -0.19, atom 2 (C): -0.78, atom 3 (C): 0.29, atom 4 (C): -1.12, atom 5 (C): -0.80, atom 6 (C): -0.84